Version A
DFT (ωB97M-V with the def2-TZVPD basis set) results for 14 unconnected molecules or ions with the total composition C8H24B2O28.

Each line ends with the Löwdin charge.
Geometry (Å):
O  1.367  -0.503  3.420  0.10
C  0.716  0.573  3.442  -0.31
O  -0.092  1.033  2.487  0.24
B  -0.598  2.323  2.918  -0.81
O  0.075  2.635  4.218  0.21
C  0.832  1.609  4.609  -0.34
O  1.477  1.583  5.658  0.11
O  -2.076  2.228  3.108  0.24
C  -2.638  2.942  2.171  -0.36
O  -3.849  3.082  1.915  0.10
C  -1.514  3.732  1.371  -0.41
O  -0.380  3.401  1.853  0.20
O  -1.676  4.504  0.436  0.12
O  -1.285  -3.157  0.290  0.12
C  -0.711  -2.244  -0.326  -0.35
O  -0.752  -1.001  -0.094  0.25
B  0.114  -0.225  -0.970  -0.86
O  0.596  -1.169  -2.015  0.23
C  0.175  -2.390  -1.595  -0.31
O  0.294  -3.449  -2.216  0.12
O  -0.513  0.919  -1.626  0.25
C  0.030  2.063  -1.301  -0.27
O  -0.352  3.173  -1.769  0.08
C  1.332  1.644  -0.485  -0.24
O  1.373  0.316  -0.399  0.22
O  2.183  2.429  0.048  0.07
O  -4.039  -2.485  0.669  -0.07
H  -3.784  -1.780  0.073  -0.02
H  -3.239  -2.995  0.795  -0.02
O  -2.927  -5.513  1.571  -0.05
H  -3.483  -6.285  1.461  0.03
H  -2.336  -5.533  0.819  -0.02
O  0.252  4.913  -3.978  -0.06
H  1.203  4.928  -4.080  0.02
H  0.112  4.704  -3.055  0.00
O  2.900  -3.106  -3.844  -0.06
H  3.688  -3.620  -3.668  0.03
H  2.485  -3.003  -2.987  0.00
O  1.675  -5.788  -4.177  -0.05
H  1.617  -6.503  -4.811  0.02
H  0.866  -5.293  -4.299  0.02
O  2.498  -4.010  0.729  -0.04
H  3.061  -3.507  1.318  0.03
H  1.720  -3.464  0.617  0.01
O  4.214  4.295  0.099  -0.09
H  3.514  3.644  0.146  -0.04
H  3.823  5.095  0.451  -0.01
O  3.416  0.128  1.813  -0.05
H  2.583  0.588  1.916  -0.01
H  3.700  0.340  0.924  0.03
O  -1.229  -6.050  -0.996  -0.05
H  -1.529  -6.251  -1.883  0.04
H  -1.223  -5.094  -0.956  0.00
O  -3.330  0.083  0.371  -0.02
H  -3.425  1.003  0.125  0.02
H  -2.407  -0.113  0.215  0.01
O  -3.407  2.716  -1.654  -0.04
H  -2.547  3.127  -1.570  -0.01
H  -3.646  2.843  -2.572  0.03
O  1.965  5.348  1.474  -0.03
H  1.718  5.996  2.134  0.04
H  1.412  4.590  1.663  0.02

Output
LUMO energy in eV: 3.8
Gap between HOMO and LUMO in eV: 9.25
2S+1: 1
Net charge: -2

---

Version B
DFT (ωB97M-V with the def2-TZVPD basis set) results for a molecular structure, C8H24B2O28.

Each line ends with the Löwdin charge.
Geometry (Å):
O  -40.771  -31.564  -17.865  0.16
C  -41.661  -31.930  -18.607  -0.47
O  -41.632  -32.989  -19.145  0.38
B  -42.625  -33.015  -20.162  -0.73
O  -43.182  -31.598  -20.192  0.28
C  -42.666  -31.081  -19.187  -0.44
O  -43.082  -30.088  -18.606  0.15
O  -43.740  -33.920  -19.911  0.32
C  -43.596  -34.865  -20.683  -0.39
O  -44.591  -35.583  -20.783  0.14
C  -42.621  -34.547  -21.682  -0.39
O  -41.979  -33.485  -21.478  0.28
O  -42.343  -35.180  -22.675  0.10
O  -42.084  -31.799  -24.732  0.13
C  -41.579  -30.822  -24.186  -0.41
O  -41.647  -30.655  -22.929  0.28
B  -40.936  -29.396  -22.697  -0.86
O  -40.439  -28.959  -23.977  0.31
C  -40.729  -29.860  -24.814  -0.48
O  -40.386  -29.783  -25.944  0.18
O  -39.861  -29.629  -21.679  0.27
C  -40.103  -28.858  -20.683  -0.41
O  -39.329  -28.794  -19.680  0.09
C  -41.336  -28.213  -20.787  -0.43
O  -41.812  -28.422  -22.014  0.26
O  -41.964  -27.680  -19.934  0.17
O  -40.895  -30.885  -14.827  -0.10
H  -40.832  -31.634  -14.072  0.15
H  -40.182  -31.081  -15.457  0.03
O  -38.911  -32.965  -16.536  0.08
H  -38.288  -33.025  -17.146  -0.02
H  -39.466  -32.406  -16.827  -0.13
O  -46.448  -37.282  -21.569  0.04
H  -46.505  -37.369  -22.380  -0.12
H  -45.934  -36.674  -21.043  0.00
O  -42.767  -29.442  -15.799  -0.14
H  -42.808  -29.515  -16.815  0.03
H  -42.002  -30.033  -15.595  -0.05
O  -46.788  -33.110  -20.608  -0.03
H  -46.339  -33.763  -20.162  -0.04
H  -46.436  -32.302  -20.187  -0.01
O  -40.825  -38.034  -22.698  -0.13
H  -41.215  -37.522  -21.891  0.07
H  -40.701  -37.228  -23.291  0.05
O  -46.231  -30.649  -19.351  -0.12
H  -45.582  -30.928  -18.589  0.12
H  -47.213  -30.914  -19.155  0.11
O  -42.324  -34.398  -25.327  -0.09
H  -42.500  -33.510  -24.981  -0.01
H  -42.316  -34.832  -24.444  -0.02
O  -43.642  -36.318  -24.406  -0.02
H  -43.428  -35.786  -23.740  -0.11
H  -43.444  -37.164  -24.001  0.05
O  -44.748  -30.205  -22.052  -0.09
H  -45.262  -30.264  -21.140  0.07
H  -44.209  -30.947  -22.289  -0.01
O  -44.376  -27.103  -18.242  -0.18
H  -44.387  -26.023  -18.354  0.10
H  -43.743  -27.386  -19.012  0.03
O  -39.738  -33.422  -23.269  -0.12
H  -40.545  -33.061  -22.674  0.08
H  -39.981  -34.392  -23.368  0.04

Output
LUMO energy in eV: 3.1
Gap between HOMO and LUMO in eV: 8.36
2S+1: 1
Net charge: -2

---

version A has the most favorable energy; the next structure is 6.781 eV above.

---

Version A
DFT (ωB97M-V with the def2-TZVPD basis set) results for 3 unconnected molecules or ions with the total composition C3H11N3O.

Each line ends with the Löwdin charge.
Geometry (Å):
C  -0.440  -0.055  -0.625  -0.51
C  0.136  -0.336  0.637  -0.30
C  -1.083  1.466  0.846  -0.01
N  0.314  0.489  -1.606  0.17
N  1.376  0.303  0.947  0.03
N  1.024  -2.084  0.052  -0.08
O  -1.599  -0.646  -0.953  0.09
H  -1.619  -0.849  -1.896  0.13
H  -0.464  -0.873  1.356  0.13
H  1.160  0.924  -1.251  0.11
H  -0.153  0.970  -2.360  0.12
H  1.338  0.768  1.846  0.08
H  2.080  -0.431  0.959  0.07
H  0.295  -2.798  0.037  -0.04
H  1.363  -2.038  -0.911  -0.04
H  -2.139  1.319  0.635  0.02
H  -0.922  1.526  1.921  0.02
H  -0.667  2.348  0.364  0.02

Output
LUMO energy (alpha / beta) in eV: 0.5 / 0.5
Gap between HOMO and LUMO (alpha / beta) in eV: 7.18 / 7.18
2S+1: 1

---

Version B
DFT (ωB97M-V with the def2-TZVPD basis set) results for 2 unconnected molecules or ions with the total composition C3H11N3O.

Each line ends with the Löwdin charge.
Geometry (Å):
C  -0.171  -2.495  -0.589  -0.10
N  0.851  -0.764  0.718  -0.14
N  0.074  -1.061  -0.498  -0.17
N  1.796  0.225  0.316  -0.06
H  0.164  -0.359  1.360  0.10
H  -1.176  -0.063  -0.381  0.11
H  2.598  0.122  0.932  0.06
H  0.800  -0.744  -1.188  0.13
H  -0.622  -2.705  -1.558  0.08
H  -0.858  -2.776  0.208  0.08
H  0.747  -3.079  -0.486  0.08
C  -0.255  2.348  -0.025  -0.08
C  -1.409  1.790  0.432  -0.31
O  -1.918  0.640  0.039  -0.07
H  -1.949  2.230  1.270  0.11
H  -0.015  3.348  0.292  0.05
H  0.071  2.098  -1.030  0.06
H  1.271  1.245  0.189  0.08

Output
LUMO energy in eV: 1.1
Gap between HOMO and LUMO in eV: 9.63
2S+1: 1

---

version B has the most favorable energy; the next structure is 0.912 eV above.

---

Version A
DFT (ωB97M-V with the def2-TZVPD basis set) results for a molecular structure, H18O9Xe.

Each line ends with the Löwdin charge.
Geometry (Å):
Xe  -0.124  -0.018  0.350  0.40
O  3.083  -0.511  -1.360  -0.07
H  2.673  -1.375  -1.389  0.01
H  3.991  -0.684  -1.111  0.05
O  1.934  0.432  3.445  -0.06
H  2.215  0.758  4.300  0.05
H  1.069  0.821  3.313  0.00
O  0.750  3.099  2.163  -0.07
H  1.110  3.254  3.036  0.04
H  -0.170  2.883  2.316  -0.01
O  -2.524  2.302  2.685  -0.06
H  -2.849  2.028  1.827  0.02
H  -2.885  3.180  2.808  0.04
O  -0.292  -2.252  -2.677  -0.05
H  0.485  -2.444  -2.151  0.04
H  -0.527  -3.092  -3.073  0.07
O  3.276  1.399  1.171  -0.09
H  2.728  0.876  0.586  -0.06
H  2.789  1.427  1.995  -0.04
O  -2.771  -3.703  -1.161  -0.07
H  -3.347  -3.764  -0.399  0.03
H  -2.451  -2.801  -1.148  -0.03
O  -3.144  -0.875  -1.455  -0.07
H  -2.323  -0.637  -1.886  0.00
H  -3.183  -0.309  -0.684  0.01
O  0.265  0.344  -3.677  -0.07
H  0.175  -0.501  -3.235  -0.04
H  0.044  0.162  -4.590  0.03

Output
LUMO energy in eV: 0.0
Gap between HOMO and LUMO in eV: 10.17
2S+1: 1

---

Version B
DFT (ωB97M-V with the def2-TZVPD basis set) results for a molecular structure, H18O9Xe.

Each line ends with the Löwdin charge.
Geometry (Å):
Xe  0.768  0.162  0.497  0.37
O  -1.969  0.313  -2.140  -0.09
H  -1.643  0.894  -1.452  -0.06
H  -1.190  -0.143  -2.458  -0.04
O  -1.439  -2.670  0.875  -0.07
H  -1.883  -2.748  0.031  0.06
H  -2.089  -2.272  1.453  0.05
O  -2.155  1.248  2.212  -0.09
H  -2.921  1.703  2.561  0.05
H  -2.066  1.578  1.318  -0.03
O  0.228  -0.563  -3.557  -0.04
H  1.165  -0.601  -3.367  0.05
H  0.043  -1.382  -4.017  0.06
O  0.968  -3.960  0.772  -0.08
H  0.131  -3.536  0.961  -0.04
H  1.528  -3.254  0.450  -0.04
O  2.905  2.899  -1.701  -0.07
H  2.584  3.255  -0.872  0.02
H  3.595  3.504  -1.971  0.03
O  -0.023  1.458  4.141  -0.08
H  -0.189  0.650  4.626  0.03
H  -0.624  1.419  3.397  -0.05
O  3.153  -2.553  -0.271  -0.07
H  3.863  -2.579  0.371  0.06
H  3.204  -1.676  -0.649  0.01
O  -2.096  2.601  -0.278  -0.05
H  -2.642  3.365  -0.462  0.07
H  -1.205  2.890  -0.472  0.05

Output
LUMO energy in eV: 0.0
Gap between HOMO and LUMO in eV: 9.95
2S+1: 1

---

version B has the most favorable energy; the next structure is 0.350 eV above.

---

Version A
DFT (ωB97M-V with the def2-TZVPD basis set) results for a single C4H8Si2 molecule.

Each line ends with the Löwdin charge.
Geometry (Å):
C  1.430  -0.265  0.316  -0.36
C  -1.157  0.254  0.015  -0.60
C  2.546  -0.592  -0.322  -0.16
C  -2.343  0.798  -0.219  -0.12
Si  0.386  1.334  0.278  0.57
Si  -0.786  -1.639  0.248  0.81
H  2.939  -1.536  -0.333  0.00
H  3.350  0.145  -0.545  0.05
H  -3.329  0.273  -0.413  0.07
H  -2.345  1.803  -0.463  0.01
H  0.423  2.053  1.625  -0.04
H  0.506  2.045  -1.008  -0.04
H  -0.547  -2.814  -0.759  -0.06
H  -1.074  -1.858  1.579  -0.13

Output
LUMO energy in eV: -0.1
Gap between HOMO and LUMO in eV: 7.67
2S+1: 1

---

Version B
DFT (ωB97M-V with the def2-TZVPD basis set) results for a molecular structure, C4H8Si2.

Each line ends with the Löwdin charge.
Geometry (Å):
C  1.162  0.272  2.060  -0.25
C  0.417  -0.496  1.192  -0.31
C  -0.016  0.504  0.301  -0.44
C  -1.750  -1.718  -1.691  -0.14
Si  1.349  1.791  0.945  0.70
Si  -0.995  -0.054  -1.280  0.55
H  1.585  -0.099  3.013  0.05
H  0.112  -1.582  1.155  0.12
H  -1.472  -2.740  -1.461  -0.02
H  -2.554  -1.735  -2.376  -0.04
H  1.217  3.093  1.540  -0.09
H  2.742  1.699  0.538  -0.06
H  -2.057  0.890  -1.727  -0.06
H  0.258  0.175  -2.209  -0.03

Output
LUMO energy (alpha / beta) in eV: -0.7 / -0.1
Gap between HOMO and LUMO (alpha / beta) in eV: 6.67 / 8.76
2S+1: 1

---

version A has the most favorable energy; the next structure is 0.468 eV above.